71
Properties=species:S:1:pos:R:3:forces:R:3:lowdin_charge:R:1 method="wB97M-V/def2-TZVPD" gap_ev="6.0145 / 3.5206" multiplicity=5 charge=+2 relative_energy_kcal_mol=0.0
C 3.745334 -3.886738 8.060351 0.2 -0.1 0.2 -0.0075
C 4.435906 -3.165408 7.070765 0.2 -0.2 0.4 -0.2305
C 5.826350 -3.019511 7.215926 0.1 -0.1 0.3 -0.0132
C 6.455232 -3.582580 8.337426 -0.7 0.2 -0.6 -0.1250
N 5.781359 -4.255978 9.264321 0.2 -0.2 0.4 0.0624
C 4.466956 -4.412609 9.144720 -0.2 0.5 -0.8 -0.1214
C 3.748380 -2.603621 5.935386 -0.5 0.6 -1.0 0.0731
C 3.198402 -2.113792 4.963955 1.0 -0.8 1.8 0.0313
C 2.495976 -1.654832 3.826201 -0.3 0.1 -0.6 -0.2185
C 1.590020 -2.545749 3.210001 0.0 0.1 0.0 -0.0021
C 0.881095 -2.132210 2.084481 0.5 0.1 0.4 -0.1141
C 1.128396 -0.852229 1.596297 -1.3 0.5 -1.5 -0.2685
C 1.996908 0.058167 2.186671 0.2 -0.4 0.3 -0.1222
C 2.698654 -0.351860 3.317068 -0.1 -0.3 0.0 -0.0093
Cr -0.012212 -0.304580 -0.026766 -0.4 0.5 1.1 0.3572
P 1.147705 -1.575550 -1.585678 0.0 -0.1 0.0 0.8842
H 6.423317 -2.487784 6.476987 -0.2 -0.1 0.1 0.1118
H 2.670792 -4.053611 8.002354 0.3 0.1 -0.1 0.1153
H 7.532893 -3.477788 8.473342 -0.3 -0.1 0.0 0.1128
H 3.952610 -4.973445 9.927687 0.2 0.2 -0.2 0.1146
H 3.405422 0.309353 3.819741 -0.2 -0.2 -0.1 0.1239
H 1.460320 -3.550900 3.628737 0.1 0.5 -0.2 0.1354
H 2.106987 1.060229 1.775572 0.0 -0.2 0.1 0.0747
H 0.164330 -2.805571 1.606854 0.2 0.1 0.1 0.0998
C 0.911338 -0.949666 -3.272402 -0.2 0.3 -0.2 -0.3807
C 1.861899 -1.498077 -4.338646 0.1 -0.1 -0.3 -0.1172
H 0.984456 0.147984 -3.193229 0.0 -0.4 -0.1 0.0434
H -0.138653 -1.149096 -3.539815 0.2 0.0 0.1 0.1019
H 1.531424 -1.137929 -5.319381 0.1 -0.1 0.2 0.0921
H 2.893604 -1.155273 -4.195602 -0.2 -0.1 0.0 0.0676
H 1.870137 -2.594270 -4.378965 0.0 0.4 0.0 0.0644
C 2.927035 -1.605816 -1.228083 0.6 0.4 0.2 -0.3643
C 3.533068 -2.967996 -0.886385 0.2 -0.3 0.0 -0.1054
H 3.066208 -0.910356 -0.384801 0.0 -0.3 -0.2 0.0621
H 3.450783 -1.155580 -2.085918 -0.2 -0.2 0.2 0.0699
H 4.603855 -2.840774 -0.673999 -0.3 -0.1 0.0 0.0879
H 3.074843 -3.418536 0.005301 0.1 0.2 -0.2 0.0776
H 3.447639 -3.680243 -1.718712 0.0 0.2 0.3 0.0754
C 0.438095 -3.236357 -1.429397 -0.2 -0.3 0.1 -0.3743
C 0.629004 -4.147120 -2.637809 -0.1 -0.5 -0.2 -0.1226
H -0.636885 -3.097035 -1.222065 0.3 -0.1 -0.1 0.0843
H 0.860199 -3.692520 -0.522104 0.0 0.2 -0.2 0.0804
H 0.212982 -5.135735 -2.407206 0.1 0.2 -0.1 0.0933
H 0.103294 -3.768755 -3.521290 0.1 -0.1 0.2 0.0807
H 1.686175 -4.292856 -2.893545 -0.3 0.1 0.1 0.0682
Br 0.509219 1.857601 -0.864915 0.0 -0.4 0.2 0.2346
P 5.209460 2.942491 -0.617603 -2.6 -2.4 1.2 1.2304
C 5.050511 1.402878 -1.612060 1.1 0.2 -0.4 -0.3761
C 5.651526 1.590584 -3.008841 0.0 -0.2 -0.5 -0.1375
H 3.981428 1.146899 -1.663191 0.2 0.3 0.2 0.0726
H 5.583343 0.609500 -1.065900 -0.1 0.3 -0.1 0.0936
H 5.828116 0.615533 -3.478616 0.0 0.3 0.0 0.0830
H 4.981469 2.162445 -3.663003 0.2 -0.1 0.2 0.0837
H 6.612067 2.121655 -2.966542 -0.2 -0.2 -0.1 0.0771
C 3.504323 3.607453 -0.649035 0.3 1.0 -0.8 -0.4237
C 3.484955 5.127186 -0.469446 -0.2 0.4 0.1 -0.1318
H 2.932246 3.102536 0.141619 0.4 -0.1 -0.1 0.0456
H 3.059930 3.327855 -1.615623 0.2 0.1 0.2 0.0634
H 2.511422 5.523684 -0.779889 0.2 0.0 0.1 0.0889
H 3.644353 5.405980 0.578901 0.0 0.0 -0.2 0.0838
H 4.260628 5.612055 -1.074409 -0.3 0.0 0.1 0.0769
C 5.356698 2.281713 1.103596 0.8 1.0 0.2 -0.3636
C 6.822389 2.208450 1.542293 0.3 -0.1 0.3 -0.1393
H 4.876605 1.292640 1.135409 -0.1 0.3 -0.3 0.0883
H 4.796216 2.972335 1.750627 0.1 -0.1 -0.2 0.0957
H 6.877109 2.099388 2.630845 0.1 0.0 -0.2 0.0872
H 7.338157 1.351211 1.095303 -0.1 0.2 0.0 0.0808
H 7.374191 3.116475 1.267016 -0.1 -0.2 0.2 0.0778
O -2.068262 -1.114693 0.313354 0.0 0.1 0.0 -0.0568
H -2.854101 -0.907660 -0.225874 0.4 0.0 0.1 0.1116
H -2.414777 -1.416460 1.167984 0.1 0.0 -0.1 0.1049